[1]
ORCA calculation (the ωB97M-V functional and the def2-TZVPD basis) on a structure of composition C28H22BrDyN3O4.

Output
Net charge   +1
E_HOMO (spin up / spin down)   -10.90 / -10.97 eV
Energy above the lowest of the compared OMol25 structures with the same formula, charge and spin   0.0 kcal per mole
Lowest unoccupied orbital energy (spin up / spin down)   -3.3 / -3.3 eV
2S+1   6

Structure (XYZ):
```
59
Properties=species:S:1:pos:R:3:forces:R:3:lowdin_charge:R:1
Dy -0.0569 -0.7663 -1.2308 0.16 0.39 -0.22 1.799
C 1.2102 0.7685 -3.1233 -0.04 -0.12 -0.13 -0.193
C 1.8081 -0.5008 -3.1828 -0.05 0.05 -0.05 -0.222
C 0.8289 -1.4343 -3.5966 0.06 0.05 -0.13 -0.232
C -0.3663 -0.7140 -3.8517 0.03 0.12 -0.04 -0.227
C -0.1317 0.6406 -3.5509 -0.07 -0.24 -0.12 -0.209
H 1.7114 1.6898 -2.8642 -0.01 0.00 0.03 0.106
H 2.8444 -0.7086 -2.9739 -0.02 0.01 0.03 0.097
H 0.9869 -2.4822 -3.8134 0.00 0.02 0.04 0.106
H -1.2859 -1.1300 -4.2317 0.01 0.01 0.04 0.104
H -0.8430 1.4454 -3.6633 -0.02 -0.03 0.03 0.107
O 0.0167 -2.2446 2.7826 -0.04 0.06 0.04 0.057
C -0.2644 -1.4341 1.6540 -0.09 -0.07 0.25 -0.600
O -0.0008 -2.0810 0.4919 0.07 -0.20 0.01 -0.285
C -1.7735 -1.1255 1.6058 -0.13 -0.01 -0.05 -0.170
C -2.6852 -1.2776 2.6456 0.02 0.01 -0.05 0.038
C -4.0354 -1.1746 2.3599 0.05 0.00 0.00 -0.008
C -4.4466 -0.9658 1.0464 0.15 0.03 -0.17 0.022
C -3.4658 -0.8097 0.0783 0.11 -0.03 0.29 -0.169
N -2.1653 -0.8426 0.3718 -0.18 -0.05 0.12 0.103
C -3.6671 -0.7384 -1.4039 0.16 0.04 -0.03 -0.452
O -4.8833 -0.6000 -1.9023 -0.13 0.02 -0.13 0.186
O -2.7103 -0.8172 -2.1428 -0.10 0.05 0.02 0.050
H 0.0233 -3.1537 2.4563 0.00 0.00 -0.05 0.121
H -2.3279 -1.5092 3.6385 0.01 0.00 0.02 0.132
H -4.7710 -1.3009 3.1422 -0.01 -0.01 0.01 0.123
H -5.5030 -0.9671 0.8127 -0.01 0.00 -0.04 0.119
H -5.5663 -0.5327 -1.2232 0.05 -0.01 0.06 0.120
C 3.9803 -3.2562 -0.4200 -0.02 0.03 0.02 -0.029
C 4.3097 -2.9336 0.8844 -0.03 0.01 -0.04 -0.028
C 3.6282 -1.9002 1.5050 -0.06 0.02 -0.07 0.016
C 2.6359 -1.2271 0.8051 0.11 -0.18 -0.01 -0.228
N 2.3319 -1.5192 -0.4677 0.04 0.01 0.13 0.027
C 2.9926 -2.5210 -1.0525 -0.01 0.05 0.02 -0.111
C 1.9179 -0.1070 1.4702 -0.10 0.15 -0.01 -0.129
C 2.6778 1.0205 1.7871 -0.02 -0.03 0.02 -0.023
C 2.1200 2.0969 2.4541 0.05 -0.04 0.14 -0.098
C 0.7838 2.0557 2.8210 -0.02 -0.03 0.02 -0.061
C 0.0218 0.9389 2.5188 0.07 0.01 -0.06 -0.006
C 0.5657 -0.1516 1.8424 -0.01 -0.03 0.16 -0.099
H 4.4750 -4.0591 -0.9461 0.00 -0.01 -0.02 0.115
H 5.0792 -3.4778 1.4137 0.02 -0.02 0.01 0.119
H 3.8401 -1.6237 2.5277 0.00 0.02 0.02 0.131
H 2.7170 -2.7475 -2.0740 -0.01 0.01 -0.01 0.103
H 3.7219 1.0422 1.5017 0.03 0.00 0.00 0.132
H 2.7277 2.9589 2.6910 -0.01 -0.01 0.01 0.099
H 0.3378 2.8870 3.3501 -0.01 0.02 0.01 0.119
H -1.0160 0.9128 2.8246 -0.01 0.00 0.02 0.120
Br 1.7039 4.8980 0.4232 -0.06 0.04 -0.09 0.835
C 0.2450 3.8589 -0.1523 -0.08 -0.06 -0.04 -0.643
C -0.9882 4.4363 -0.4080 0.13 -0.06 0.04 -0.073
C -2.0160 3.6092 -0.8297 0.02 -0.10 0.01 -0.021
C -1.7742 2.2545 -0.9739 0.00 0.05 -0.01 -0.115
N -0.5858 1.6959 -0.7234 0.01 0.00 0.01 -0.020
C 0.4060 2.4921 -0.3216 0.06 0.03 0.04 -0.190
H -1.1367 5.4997 -0.2841 0.01 0.02 0.00 0.117
H -2.9934 4.0121 -1.0519 -0.02 -0.01 -0.01 0.119
H -2.5509 1.5957 -1.3321 -0.02 -0.03 -0.01 0.101
H 1.3616 2.0253 -0.1142 -0.03 0.04 -0.07 0.098
```
Forces are in eV/Å.

=====

[2]
ORCA calculation (the ωB97M-V functional and the def2-TZVPD basis) on a structure of composition C28H22ClNOPRuS at a distorted geometry.

Output
E_HOMO (spin up / spin down)   -7.50 / -7.62 eV
Energy above the lowest of the compared OMol25 structures with the same formula, charge and spin   0.0 kcal per mole
Lowest unoccupied orbital energy (spin up / spin down)   0.3 / -0.5 eV
2S+1   2

Structure (XYZ):
```
56
Properties=species:S:1:pos:R:3:forces:R:3:lowdin_charge:R:1
Ru -0.2671 0.2268 0.4995 -0.24 -0.17 0.69 0.794
O 1.7665 0.3374 0.0455 0.09 0.31 0.13 -0.289
N 2.3777 1.5084 0.2769 -0.13 -0.34 -0.03 -0.185
C 3.7270 1.4850 0.2156 0.05 0.04 -0.01 -0.014
C 4.4625 2.6172 0.4180 -0.04 -0.02 0.01 -0.053
C 3.7849 3.8080 0.6991 0.03 0.02 0.00 -0.066
C 2.4168 3.8043 0.7629 -0.04 0.00 0.00 -0.087
C 1.6748 2.6284 0.5500 0.12 0.20 -0.04 -0.627
S -0.0459 2.5960 0.6002 0.08 -0.19 -0.06 0.674
H 4.1318 0.5087 0.0002 0.01 0.01 0.00 0.140
H 5.5395 2.5698 0.3667 0.00 -0.01 0.00 0.108
H 4.3340 4.7241 0.8686 0.00 0.00 0.00 0.110
H 1.8593 4.7036 0.9814 0.00 0.00 0.00 0.105
C -6.4965 1.6329 1.3496 0.01 -0.01 0.00 -0.081
C -6.2911 1.3000 0.0162 -0.01 0.01 -0.01 -0.073
C -5.0690 0.7949 -0.3974 -0.04 -0.05 0.02 -0.097
C -4.0396 0.6132 0.5253 0.08 -0.18 0.44 -0.345
C -4.2570 0.9383 1.8613 0.04 0.04 0.03 -0.079
C -5.4791 1.4519 2.2736 -0.01 -0.01 -0.01 -0.077
P -2.4389 -0.0952 0.0382 0.24 0.76 -1.15 0.971
C -2.2274 0.6872 -1.6241 -0.50 -0.12 -0.11 -0.360
C -2.4725 2.0560 -1.7569 0.07 0.00 -0.04 -0.148
C -2.2431 2.6989 -2.9597 0.01 0.01 0.00 -0.079
C -1.7661 1.9850 -4.0533 0.00 0.02 -0.01 -0.087
C -1.5232 0.6275 -3.9335 0.00 -0.03 0.02 -0.079
C -1.7572 -0.0205 -2.7260 0.05 -0.07 0.07 -0.076
C -2.7024 -1.8428 -0.2951 -0.17 -0.02 0.36 -0.298
C -3.8898 -2.5115 -0.4237 0.03 0.04 -0.14 -0.060
C -3.8732 -3.8964 -0.6915 -0.02 0.01 -0.01 -0.075
C -2.6837 -4.5618 -0.8100 0.01 -0.04 0.00 -0.028
C -1.4465 -3.8942 -0.6451 0.03 0.01 -0.01 -0.170
C -0.1961 -4.5555 -0.7257 -0.01 0.03 0.01 -0.040
C 0.9535 -3.8512 -0.5115 -0.01 -0.03 0.01 -0.076
C 0.9181 -2.4714 -0.1994 0.07 0.05 0.00 -0.106
C -0.2628 -1.7710 -0.1076 0.28 0.13 0.13 -0.218
C -1.4578 -2.5107 -0.3569 -0.11 -0.12 -0.03 -0.226
H -7.4506 2.0351 1.6647 0.00 0.00 0.00 0.104
H -7.0849 1.4397 -0.7062 0.00 0.00 0.00 0.105
H -4.9125 0.5483 -1.4400 0.02 0.01 -0.01 0.115
H -3.4614 0.7989 2.5847 0.01 0.01 -0.02 0.097
H -5.6326 1.7112 3.3128 0.00 0.00 0.00 0.105
H -2.8319 2.6280 -0.9098 -0.01 -0.01 0.01 0.100
H -2.4300 3.7619 -3.0444 -0.01 0.00 0.00 0.105
H -1.5860 2.4896 -4.9938 0.00 0.00 0.00 0.101
H -1.1526 0.0624 -4.7790 0.00 0.00 0.00 0.103
H -1.5622 -1.0828 -2.6423 -0.01 0.00 -0.01 0.105
H -4.8331 -1.9866 -0.3336 0.00 -0.01 0.01 0.100
H -4.8081 -4.4302 -0.8022 0.00 0.00 0.00 0.101
H -2.6735 -5.6263 -1.0150 -0.01 0.00 0.00 0.112
H -0.1703 -5.6160 -0.9467 0.00 0.00 -0.01 0.109
H 1.9121 -4.3530 -0.5654 0.00 -0.01 0.00 0.101
H 1.8570 -1.9627 -0.0169 -0.02 0.01 0.00 0.078
Cl 1.0124 -0.6000 3.2035 0.01 0.11 -0.01 0.437
C -0.5089 0.1131 2.5208 0.19 -0.46 -0.14 -0.746
H -0.6022 1.0979 2.9663 -0.09 0.02 -0.03 -0.024
H -1.2934 -0.5536 2.8683 -0.06 0.05 -0.04 -0.012
```
Forces are in eV/Å.

=====

[3]
ORCA calculation (the ωB97M-V functional and the def2-TZVPD basis) on a structure of composition C28H22CoF5N3O2SSe.

Output
E_HOMO (spin up / spin down)   -7.61 / -7.60 eV
Lowest unoccupied orbital energy (spin up / spin down)   -0.2 / -0.2 eV
2S+1   2

Structure (XYZ):
```
63
Properties=species:S:1:pos:R:3:forces:R:3:lowdin_charge:R:1
Co -0.2152 0.9481 0.6311 0.38 0.24 -0.05 0.241
C -1.3658 -2.5011 -5.2455 0.00 0.01 0.00 -0.043
C -0.3559 -2.6310 -4.0970 0.00 0.01 0.02 -0.560
C 0.3671 -3.9810 -4.1974 0.01 0.00 0.01 -0.046
C 0.6823 -1.5177 -4.2387 0.00 0.00 -0.01 -0.061
C -1.0998 -2.5512 -2.7651 -0.02 -0.03 -0.01 -0.158
C -2.0748 -3.5231 -2.4606 0.02 0.01 -0.02 -0.030
C -2.7914 -3.5089 -1.2839 -0.02 0.02 0.02 -0.068
C -2.5297 -2.4937 -0.3676 0.01 -0.05 -0.03 -0.449
S -3.2201 -2.2048 1.2020 -0.01 -0.02 0.00 1.142
C -2.1982 -0.8265 1.3790 0.02 -0.04 0.05 -0.495
N -1.4169 -0.5914 0.3628 -0.33 0.06 -0.16 0.032
C -1.5727 -1.5228 -0.6501 0.07 0.05 0.00 -0.247
C -0.8583 -1.5471 -1.8480 0.00 0.00 0.02 0.051
C -2.0883 0.0666 2.5164 -0.01 0.04 -0.03 -0.237
C -2.8659 -0.0234 3.6684 -0.01 0.02 -0.04 -0.048
C -2.6832 0.9115 4.6698 0.01 0.02 0.02 -0.086
C -1.7387 1.9190 4.4977 -0.02 0.00 0.03 -0.066
C -0.9642 1.9931 3.3455 0.02 -0.10 0.03 -0.071
C -1.1067 1.0563 2.3271 0.11 0.02 0.12 -0.135
H -0.8502 -2.5561 -6.2065 0.00 -0.01 0.00 0.086
H -1.8886 -1.5447 -5.1925 0.00 0.00 0.00 0.094
H -2.1127 -3.2953 -5.2175 0.00 -0.01 -0.01 0.078
H 0.9082 -4.0458 -5.1436 -0.01 0.00 0.00 0.086
H -0.3285 -4.8195 -4.1513 0.00 0.00 -0.01 0.076
H 1.0861 -4.0952 -3.3837 0.00 0.00 0.00 0.090
H 1.1853 -1.6125 -5.2023 0.00 0.00 0.00 0.088
H 1.4447 -1.5787 -3.4585 0.00 0.00 0.00 0.082
H 0.2252 -0.5276 -4.1992 0.00 0.00 0.00 0.091
H -2.2755 -4.3129 -3.1726 -0.01 0.01 0.00 0.110
H -3.5376 -4.2661 -1.0830 0.01 -0.01 0.01 0.111
H -0.1358 -0.7656 -2.0297 -0.02 0.01 -0.02 0.088
H -3.6101 -0.8052 3.7746 0.00 -0.01 0.00 0.102
H -3.2740 0.8646 5.5749 0.00 0.00 0.00 0.101
H -1.6004 2.6578 5.2781 0.00 0.00 -0.01 0.106
H -0.2302 2.7765 3.2541 0.07 0.05 0.02 0.061
N 4.4296 -2.8626 1.8832 -0.03 -0.04 -0.02 0.131
C 3.3806 -2.0396 1.6114 0.01 -0.01 0.01 -0.308
C 3.2103 -1.4684 0.3456 -0.01 0.01 0.00 0.003
C 2.1284 -0.6528 0.1182 -0.03 -0.03 -0.03 -0.140
N 1.2070 -0.3723 1.0499 -0.04 0.06 0.03 -0.080
C 1.3642 -0.9210 2.2611 -0.02 -0.03 0.00 -0.089
C 2.4120 -1.7491 2.5800 0.00 -0.01 -0.01 0.007
H 5.1898 -2.9332 1.2322 0.01 0.01 0.01 0.103
H 4.6118 -3.1413 2.8296 0.02 0.02 0.01 0.103
H 3.9251 -1.6446 -0.4469 -0.01 -0.01 0.00 0.116
H 1.9872 -0.1835 -0.8474 0.01 0.03 0.01 0.113
H 0.6133 -0.6682 2.9973 0.02 0.02 0.01 0.121
H 2.4876 -2.1550 3.5799 0.00 -0.01 0.00 0.116
O -0.4069 1.6136 -1.2657 -0.08 -0.10 -0.08 -0.170
O -1.1966 2.1420 -0.3920 -0.04 -0.21 -0.05 -0.175
F 0.2608 8.3246 1.5294 -0.02 0.00 0.00 0.126
C 0.5132 7.0205 1.4206 0.01 0.00 0.02 -0.140
C 0.8938 6.2905 2.5307 -0.03 0.01 -0.02 -0.146
F 1.0057 6.8971 3.7162 0.00 0.00 0.01 0.117
C 1.1629 4.9388 2.4034 0.11 0.00 0.02 -0.259
F 1.5553 4.3019 3.5151 -0.01 -0.05 -0.04 0.068
C 1.0695 4.2707 1.1892 -0.07 -0.06 -0.19 -0.445
Se 1.6221 2.4516 0.9674 0.02 0.05 0.42 0.896
C 0.6783 5.0360 0.0962 -0.13 0.01 -0.04 -0.251
F 0.5561 4.4820 -1.1104 0.06 0.02 0.01 0.085
C 0.4014 6.3883 0.1962 -0.02 -0.03 0.01 -0.143
F 0.0280 7.0892 -0.8772 0.01 0.00 -0.01 0.120
```
Forces are in eV/Å.

=====

Q: Which calculated total energy values were calculated for the entries above? A: -136177.3912, -68158.4896, -165351.8125, in eV.